Density functional theory data (ωB97M-V/def2-TZVPD) for C2HN5O as an isolated structure at a distorted geometry.

The calculation puts the energy above the lowest of the compared OMol25 structures with the same formula, charge and spin at 102.8 kcal per mole. The value obtained for the HOMO-LUMO gap is 7.98 eV. The total energy is -11581.55038 eV. The strongest force on any atom comes out at 5.63 eV/A.

Each line ends with the Löwdin charge.
Positions of all 9 atoms, in Å:
C (0.78721, -0.20089, 0.72061)  -0.7047
C (0.22523, -0.35678, -1.18337)  -0.1170
H (0.12588, -0.52762, -2.44573)  0.1977
N (1.34815, -0.11045, -0.52563)  0.1972
N (-1.08280, -0.32688, -0.56443)  -0.0044
N (-1.74329, 0.14548, 0.34598)  0.0723
N (-1.01465, 1.37239, 0.94843)  0.1008
N (0.21248, 1.00903, 1.15894)  0.1248
O (1.14178, -1.00429, 1.54520)  0.1332

Forces on atoms 1 to 6 (eV/Å):
2.596 0.132 4.962
0.300 2.341 -2.873
0.410 0.495 4.114
-3.020 -1.743 -3.381
-0.286 -2.640 -1.142
1.147 1.675 -0.950

---

Density functional theory data (ωB97M-V/def2-TZVPD) for C2HN5O2 as an isolated structure at a distorted geometry.

The calculation puts the energy above the lowest of the compared OMol25 structures with the same formula, charge and spin at 123.9 kcal per mole. The value obtained for the HOMO-LUMO gap is 9.03 eV. The total energy is -13626.82827 eV. The strongest force on any atom comes out at 4.14 eV/A.

Each line ends with the Löwdin charge.
Positions of all 10 atoms, in Å:
C (0.57394, 2.06271, -2.24453)  -0.1491
C (0.26952, 1.10056, -1.31948)  -0.3271
N (0.97646, 2.96110, -2.83458)  0.2209
N (1.09326, 0.39365, -0.60769)  0.0582
N (0.24986, -0.47141, -0.04896)  0.1805
N (-0.92968, 0.50895, -0.99581)  0.1106
N (-2.08556, 0.66897, -1.65448)  -0.4476
O (-1.98283, 1.62071, -2.38532)  0.0963
O (-2.98150, -0.06657, -1.39868)  0.1353
H (-0.11066, -0.44189, 0.90286)  0.1219

Forces on atoms 1 to 6 (eV/Å):
0.990 2.127 -1.173
0.436 -2.802 1.225
-0.110 -0.107 -0.288
0.604 1.521 1.070
-2.726 -0.495 -3.078
1.891 -1.642 2.979